# 1
Below is C3HCl4FO as an isolated structure, with properties calculated with the ωB97M-V functional and the def2-TZVPD basis.

```
10
C3HCl4FO (the ωB97M-V functional and the def2-TZVPD basis)
C 1.4354 0.7133 -0.3234
C -2.0446 0.5011 0.4878
C 1.0726 -0.7696 0.0144
O 2.4848 1.1483 -0.6566
F -2.8737 -0.5334 0.9186
Cl -2.9224 1.4046 -0.6090
Cl 2.2023 -1.8808 -0.6592
Cl -0.6641 -0.8807 -0.8174
Cl 0.7381 -1.0097 1.6831
H 0.5717 1.3070 -0.0382
```

The relative energy (zero: lowest compared OMol25 entry of this formula, charge and spin) comes out at 201.7 kJ/mol. The maximum force comes out at 3.05 eV Å⁻¹. The calculation puts the LUMO energy at -0.5 eV.



# 2
Below is a 3-piece molecular cluster, C20H34O14S2 overall, with properties calculated with the ωB97M-V functional and the def2-TZVPD basis.

```
70
C20H34O14S2 (the ωB97M-V functional and the def2-TZVPD basis)
C 2.3301 3.7382 1.2770
C 3.0451 2.2521 1.2426
C 2.4152 1.2862 0.0744
C 0.8785 0.7702 0.3645
C 0.0473 0.3109 -0.9710
C 0.8381 -0.3051 -2.2678
C 1.9696 -1.4659 -1.8706
C 3.3381 -1.0469 -2.6801
C 4.6680 -1.9228 -2.2923
O 4.6624 -3.3171 -2.7483
C 3.9562 -4.2193 -1.8316
C 4.0567 -4.2531 -0.1975
O 3.1635 -5.1663 -2.4047
O -0.3929 1.6415 -1.5084
C -1.6686 2.1598 -0.9562
O -2.2436 3.3494 -1.1822
O -2.1259 1.0080 -0.1399
C -1.4790 -0.2570 -0.6198
C -2.3737 -0.6739 -1.9290
C -4.0476 -0.9502 -1.3795
C -4.1681 -1.5026 0.2620
O -4.4184 -2.4368 -1.0681
H 3.1298 4.5045 1.6582
H 1.9589 4.0685 0.2058
H 1.4501 3.6668 2.0478
H 3.0474 1.7319 2.3167
H 4.1906 2.4396 0.9710
H 2.5203 1.7382 -1.0249
H 3.0877 0.3002 0.0539
H 0.8975 -0.1302 1.1477
H 0.3248 1.6591 0.9344
H 0.1536 -0.7503 -3.1062
H 1.4361 0.6056 -2.7538
H 2.0849 -1.5157 -0.7038
H 1.5591 -2.5353 -2.1994
H 3.5786 0.0736 -2.3441
H 3.1490 -1.0074 -3.8473
H 4.8680 -1.7645 -1.1505
H 5.5804 -1.3948 -2.8537
H 3.1108 -4.8434 0.2025
H 3.9470 -3.1557 0.2581
H 5.0781 -4.6622 0.1990
H -1.3912 -1.0161 0.2872
H -2.4596 0.1619 -2.7454
H -2.0559 -1.7106 -2.3798
H -4.9311 -0.1619 -1.7938
H -5.2889 -1.6480 0.6407
H -3.3208 -2.2704 0.5900
O -0.6262 -2.5365 1.1925
S -0.0505 -3.7954 1.6105
O 1.3366 -4.1364 1.3959
O -0.9783 -4.9995 1.0211
C -1.4644 -5.7968 2.0996
C -1.5431 -4.8561 3.2990
O -0.3974 -4.0146 3.1891
H -0.7458 -6.6033 2.2778
H -2.4375 -6.2266 1.8476
H -1.5373 -5.3930 4.2506
H -2.4343 -4.2220 3.2447
O -3.0568 7.2803 3.5405
S -3.6944 7.4940 2.2603
O -4.5771 8.6065 1.9965
O -4.4544 6.1159 1.8344
C -3.9417 5.6567 0.5849
C -2.5038 6.1649 0.5224
O -2.5419 7.4650 1.1065
H -4.5493 6.0939 -0.2140
H -3.9969 4.5663 0.5276
H -2.1230 6.2128 -0.5006
H -1.8387 5.5415 1.1292
```

The maximum force comes out at 9.18 eV Å⁻¹. The calculation puts the LUMO energy at 0.1 eV. The SMILES is CCCC[C@]1(CCCCOC(C)=O)OC(=O)O[C@H]1C[C@@H]1CO1.O=S1(=O)OCCO1.O=S1(=O)OCCO1.



# 3
Below is C3H12N2O3 as an isolated structure, with properties calculated with the ωB97M-V functional and the def2-TZVPD basis.

```
20
C3H12N2O3 (the ωB97M-V functional and the def2-TZVPD basis)
N -0.6016 2.0645 0.2756
C -0.7316 1.3656 1.3247
C -0.3801 -0.0752 1.3786
N 0.7650 -0.3042 0.6223
C 1.1581 -1.7103 0.4965
O -1.5390 -0.8915 1.0661
H 0.0090 2.8797 0.3824
H -0.2552 1.5172 -0.5791
H -1.2822 1.7811 2.1525
H -0.1481 -0.3072 2.4228
H 0.7376 0.0579 -0.3218
H 2.0553 -1.8201 -0.0771
H 0.3837 -1.9848 -0.2412
H 1.0287 -2.3473 1.3788
H 0.2393 -0.0346 -2.0118
H 0.6488 1.7439 -1.9923
O -0.0007 1.1471 -1.5916
H -2.0331 -0.3986 0.4062
H -0.2906 -1.4707 -2.9242
O 0.2368 -1.2124 -2.1674
```

The relative energy (zero: lowest compared OMol25 entry of this formula, charge and spin) comes out at 523.7 kJ/mol. The maximum force comes out at 5.10 eV Å⁻¹. The calculation puts the LUMO energy at -1.1 eV.



# 4
Below is C30H46BrCuN3P2Se as an isolated structure, with properties calculated with the ωB97M-V functional and the def2-TZVPD basis.

```
84
C30H46BrCuN3P2Se (the ωB97M-V functional and the def2-TZVPD basis)
C -0.6740 7.3986 -4.1243
C -0.7525 6.0195 -4.4002
C -1.1703 5.6103 -5.6725
C -1.2560 6.5882 -6.6935
N -1.0831 7.8712 -6.4185
C -0.7897 8.2946 -5.1965
C -0.5864 5.0571 -3.2991
C -1.1960 4.2083 -2.6137
C -1.4742 3.0217 -1.9069
C -0.2933 2.2588 -1.5911
C -0.5387 1.0957 -0.8018
C -1.9195 0.7655 -0.3041
C -3.0498 1.4070 -0.8482
C -2.7875 2.6057 -1.5476
Cu 0.5554 0.6887 0.6598
P 2.0818 -0.9624 0.9782
H -1.5567 4.5943 -5.8254
H -0.6797 7.7275 -3.0814
H -1.4942 6.3123 -7.7177
H -0.6636 9.3617 -5.0325
H -3.6949 3.1587 -1.8362
H 0.7835 2.5594 -1.8190
H -4.1995 1.2396 -0.8287
H 0.5484 0.4202 -0.7571
C 1.9542 -2.4854 2.0395
C 2.7787 -3.7032 1.5943
H 0.8747 -2.6917 2.0697
H 2.2596 -2.1831 3.0484
H 2.7929 -4.4980 2.3591
H 2.3836 -4.1716 0.6744
H 3.8380 -3.4334 1.4164
C 2.5448 -1.5815 -0.7373
C 3.3088 -0.5652 -1.5680
H 1.5657 -1.8241 -1.1804
H 3.1101 -2.5266 -0.7045
H 3.4573 -0.9478 -2.5993
H 2.7752 0.4026 -1.6285
H 4.3179 -0.3810 -1.1463
C 3.6254 -0.1565 1.6011
C 4.9363 -0.9370 1.5305
H 3.3719 0.1582 2.6253
H 3.6879 0.7620 1.0023
H 5.7930 -0.2791 1.7337
H 4.9918 -1.7422 2.2726
H 5.1166 -1.3689 0.5390
Br -2.2384 0.0639 1.4854
P -2.0527 -3.1483 -1.4821
C -0.2526 -3.5185 -1.5085
C 0.2599 -4.9531 -1.8333
H 0.1029 -3.2209 -0.4871
H 0.2053 -2.8261 -2.2589
H 1.3499 -4.9561 -1.9832
H 0.0555 -5.6544 -1.0272
H -0.1817 -5.3432 -2.7572
C -2.7651 -3.0471 0.2186
C -4.2413 -3.4542 0.3473
H -2.5847 -2.0311 0.6215
H -2.1919 -3.7809 0.8070
H -4.5780 -3.5171 1.3912
H -4.9457 -2.7940 -0.1573
H -4.3628 -4.4604 -0.0662
C -2.4299 -1.6014 -2.4364
C -2.7553 -1.7541 -3.9533
H -1.5941 -0.9021 -2.2537
H -3.3336 -1.1804 -1.9460
H -3.0593 -0.7846 -4.3744
H -1.9124 -2.1181 -4.5613
H -3.6066 -2.4420 -4.0873
C 2.7243 -0.1411 5.3531
N 1.2644 -0.0592 5.5754
C 0.6247 -0.5875 6.6885
C -0.6906 -0.2070 6.6084
N -0.8525 0.5384 5.4490
C -2.1297 1.1169 5.0339
C 0.3422 0.5699 4.7555
Se 0.6998 1.4671 3.1801
H 3.1960 -0.3138 6.3331
H 3.0989 0.8045 4.9217
H 2.9752 -0.9851 4.6780
H 1.1579 -1.2503 7.3886
H -1.5332 -0.4629 7.2396
H -2.7135 0.3845 4.4654
H -2.6763 1.3915 5.9444
H -1.9687 2.0097 4.4241
```

The relative energy (zero: lowest compared OMol25 entry of this formula, charge and spin) comes out at 272.2 kJ/mol. The maximum force comes out at 4.31 eV Å⁻¹. The calculation puts the LUMO energy (alpha / beta) at -5.6 / -8.2 eV. Its spin multiplicity is 2. The net charge is +2.



# 5
Below is C18H37AlOP3Se as an isolated structure, with properties calculated with the ωB97M-V functional and the def2-TZVPD basis.

```
61
C18H37AlOP3Se (the ωB97M-V functional and the def2-TZVPD basis)
Al -1.0523 -0.1334 -1.3398
P -1.9679 -1.7004 0.0277
P 1.3419 -0.1548 1.5361
P 0.9301 -0.8888 -2.2409
H -3.4953 2.7058 -4.5583
C -3.2984 1.6720 -4.8531
C -2.9434 0.7160 -3.9818
H -2.6348 0.9809 -2.9334
C -3.2682 -1.2508 1.2309
C -0.9639 -2.8351 1.0190
C -2.7923 -2.7782 -1.1800
C 2.5189 1.2395 1.6435
C 0.7306 -0.0870 3.2687
C 2.5431 -1.5607 1.7034
C 0.6422 -0.7468 -4.0202
C 1.2432 -2.6468 -1.9170
C 2.5418 -0.1006 -2.0191
H -3.4625 1.4025 -5.9246
H -3.0948 -0.3258 -4.2355
H -3.9233 -0.4964 0.7750
H -2.8121 -0.8613 2.1527
H -3.8460 -2.1564 1.4595
H -0.6164 -2.3316 1.9279
H -0.1074 -3.1797 0.4341
H -1.5771 -3.6960 1.3034
H -3.3699 -2.1277 -1.8609
H -3.4654 -3.4711 -0.6424
H -2.0383 -3.3502 -1.7497
H 3.2810 1.0443 2.4165
H 1.9580 2.1473 1.9092
H 3.0030 1.3924 0.6671
H 1.5735 -0.2152 3.9769
H -0.0273 -0.8702 3.4495
H 0.2692 0.9024 3.4285
H 3.1976 -1.4311 2.5824
H 3.1722 -1.6477 0.7991
H 1.9862 -2.5086 1.8170
H 1.4176 -1.3425 -4.5245
H 0.7218 0.3052 -4.3342
H -0.3530 -1.1331 -4.2785
H 1.8388 -3.0305 -2.7538
H 0.3091 -3.2190 -1.8443
H 1.8176 -2.7397 -0.9863
H 3.1287 -0.4252 -2.9025
H 3.0133 -0.4774 -1.0922
H 2.4702 1.0070 -2.0141
C 0.3039 3.2175 -3.1195
C -0.7384 3.4653 -4.0267
C -0.5101 3.4073 -5.4154
C 0.8238 3.3433 -5.8823
C 1.8837 3.2432 -4.9486
C 1.6455 3.2062 -3.5696
Se -0.0370 2.6115 -1.2727
H -1.2509 2.0468 -1.8592
H -1.7455 3.5308 -3.6430
H -1.3596 3.4376 -6.1291
H 1.0581 3.3100 -6.9702
H 2.9309 3.2546 -5.2915
H 2.4346 3.0725 -2.8225
O -1.6640 1.3889 1.5399
C -1.0530 0.8831 0.6991
```

The maximum force comes out at 3.44 eV Å⁻¹. The calculation puts the LUMO energy (alpha / beta) at -12.1 / -12.1 eV. The net charge is +3.



# 6
Below is an isolated ion of composition CH2N3S2 and charge +1, with properties calculated with the ωB97M-V functional and the def2-TZVPD basis.

```
8
CH2N3S2 (the ωB97M-V functional and the def2-TZVPD basis)
C 0.8349 0.4670 -0.1459
N 0.5005 -0.8097 0.0060
S -1.0202 -1.4980 0.2762
S -2.1302 -0.1079 -0.6536
N -1.2779 1.0774 0.4914
N -0.1116 1.2720 0.3224
H 1.8377 0.8966 -0.4289
H 1.3669 -1.2974 0.1325
```

The relative energy (zero: lowest compared OMol25 entry of this formula, charge and spin) comes out at 0.0 kJ/mol. The maximum force comes out at 2.07 eV Å⁻¹. The calculation puts the LUMO energy at -6.6 eV. The net charge is +1. The SMILES is C1=[NH+]SSN=N1.



Repeat the third record exactly.
Below is C3H12N2O3 as an isolated structure, with properties calculated with the ωB97M-V functional and the def2-TZVPD basis.

```
20
C3H12N2O3 (the ωB97M-V functional and the def2-TZVPD basis)
N -0.6016 2.0645 0.2756
C -0.7316 1.3656 1.3247
C -0.3801 -0.0752 1.3786
N 0.7650 -0.3042 0.6223
C 1.1581 -1.7103 0.4965
O -1.5390 -0.8915 1.0661
H 0.0090 2.8797 0.3824
H -0.2552 1.5172 -0.5791
H -1.2822 1.7811 2.1525
H -0.1481 -0.3072 2.4228
H 0.7376 0.0579 -0.3218
H 2.0553 -1.8201 -0.0771
H 0.3837 -1.9848 -0.2412
H 1.0287 -2.3473 1.3788
H 0.2393 -0.0346 -2.0118
H 0.6488 1.7439 -1.9923
O -0.0007 1.1471 -1.5916
H -2.0331 -0.3986 0.4062
H -0.2906 -1.4707 -2.9242
O 0.2368 -1.2124 -2.1674
```

The relative energy (zero: lowest compared OMol25 entry of this formula, charge and spin) comes out at 523.7 kJ/mol. The maximum force comes out at 5.10 eV Å⁻¹. The calculation puts the LUMO energy at -1.1 eV.